P.
99
Properties=species:S:1:pos:R:3:lowdin_charge:R:1 method="wB97M-V/def2-TZVPD" lumo_energy_ev=0.27 homo_lumo_gap_ev=9.7
C -0.0099 -3.3245 -2.8340 -0.149
O 1.2958 -2.8293 -3.1143 -0.135
H -0.2750 -3.0973 -1.8033 0.044
H -0.7443 -2.8081 -3.4579 0.082
H -0.0717 -4.4069 -2.9620 0.084
H 1.5488 -3.1628 -3.9789 0.075
C 2.9442 0.2874 4.0972 -0.140
O 1.8535 -0.1965 3.3385 -0.153
H 3.2469 1.2798 3.7396 0.075
H 2.6192 0.3925 5.1303 0.081
H 3.8250 -0.3595 4.0623 0.075
H 2.1675 -0.4287 2.4514 0.029
O -0.6550 -0.6731 4.6642 -0.070
H 0.1159 -0.7052 4.0797 -0.010
H -0.5328 0.1351 5.1685 0.029
O -2.9077 -2.8555 -0.9395 -0.034
H -2.9803 -3.5995 -0.3304 0.063
H -3.7685 -2.8011 -1.3656 0.063
C 4.2814 -1.5043 -2.9823 -0.095
C 4.7994 -0.7010 -4.1390 -0.311
O 5.0900 0.6363 -3.7204 -0.085
H 4.9527 -1.4547 -2.1194 0.067
H 4.2401 -2.5670 -3.2254 0.080
H 3.3036 -1.1848 -2.6215 0.053
H 4.1132 -0.6897 -4.9917 0.112
H 5.7229 -1.1773 -4.4962 0.111
H 5.3945 1.0978 -4.5072 0.081
C 1.0348 2.1271 -3.5285 -0.078
C 2.3231 2.6768 -2.9727 -0.311
O 2.1550 4.0763 -2.6959 -0.085
H 1.1499 1.0594 -3.7218 0.074
H 0.7896 2.6284 -4.4662 0.083
H 0.2105 2.2800 -2.8317 0.051
H 3.1379 2.5694 -3.6914 0.098
H 2.5867 2.1444 -2.0515 0.095
H 3.0304 4.4329 -2.5236 0.078
C 1.8130 3.1554 1.2482 -0.084
C 0.7383 4.1180 0.7729 -0.309
O -0.2746 4.2741 1.7640 -0.090
H 2.1995 3.4190 2.2302 0.076
H 2.6833 3.1797 0.5764 0.063
H 1.4372 2.1300 1.2205 0.057
H 0.2554 3.7857 -0.1505 0.092
H 1.1742 5.1000 0.5871 0.109
H -0.9082 3.5538 1.6433 0.032
C -3.1325 1.7642 -2.2970 -0.087
C -2.7718 3.1880 -1.9598 -0.320
O -2.5865 3.9379 -3.1578 -0.077
H -2.4185 1.3725 -3.0303 0.069
H -4.1039 1.6828 -2.7911 0.075
H -3.0755 1.0726 -1.4556 0.055
H -1.8412 3.1651 -1.3800 0.085
H -3.5082 3.6772 -1.3173 0.112
H -1.7950 4.4733 -3.0672 0.077
C -3.2780 1.4214 3.2404 -0.071
C -3.4030 2.0155 1.8349 -0.287
O -2.1339 2.1890 1.2194 -0.102
H -4.2916 1.2339 3.6034 0.061
H -2.6706 2.0231 3.9105 0.075
H -2.8125 0.4364 3.1463 0.063
H -3.9037 2.9824 1.8819 0.115
H -4.0163 1.3208 1.2523 0.100
H -1.8846 1.3079 0.9120 0.039
C -5.6106 -1.8482 1.5824 -0.085
C -6.5143 -0.7309 2.0836 -0.331
O -7.7678 -1.3120 2.4055 -0.075
H -5.5407 -2.6366 2.3303 0.080
H -4.6113 -1.4506 1.3868 0.057
H -5.9939 -2.2593 0.6469 0.071
H -6.5653 0.0311 1.2986 0.109
H -6.0552 -0.2917 2.9749 0.098
H -8.3616 -0.6221 2.7137 0.081
C 5.0556 -0.4487 0.7097 -0.068
C 3.6821 0.0190 0.2599 -0.291
O 2.6341 -0.8103 0.7585 -0.093
H 5.8176 0.2585 0.3806 0.084
H 5.2774 -1.4492 0.3330 0.071
H 5.1213 -0.4895 1.7996 0.066
H 3.6646 0.0816 -0.8310 0.083
H 3.5187 1.0421 0.5978 0.095
H 2.7377 -1.6655 0.3279 0.098
C 0.9477 -4.1251 2.0772 -0.079
C 0.0168 -4.7627 1.0708 -0.319
O -1.0924 -5.4285 1.6649 -0.076
H 0.4840 -3.2648 2.5720 0.076
H 1.8753 -3.7477 1.6434 0.067
H 1.2139 -4.7942 2.8988 0.078
H 0.5877 -5.5195 0.5131 0.111
H -0.3707 -4.0593 0.3366 0.081
H -0.7606 -5.9830 2.3766 0.079
C -0.1079 0.1722 -0.8915 -0.069
C -0.4678 -0.5519 0.3888 -0.280
O -1.8917 -0.6356 0.5401 -0.108
H -0.7230 -0.1716 -1.7304 0.079
H 0.8766 -0.0973 -1.2911 0.065
H -0.1894 1.2517 -0.7773 0.060
H -0.0982 -0.0137 1.2639 0.103
H -0.0627 -1.5661 0.4593 0.097
H -2.2038 -1.3975 0.0302 0.033



Q.
99
Properties=species:S:1:pos:R:3:lowdin_charge:R:1 method="wB97M-V/def2-TZVPD" lumo_energy_ev=0.46 homo_lumo_gap_ev=9.8
C 4.1902 -3.6188 0.6837 -0.060
C 3.0259 -3.4472 1.6766 -0.248
O 1.9146 -2.8757 0.9507 -0.178
H 3.9120 -4.1462 -0.2188 0.060
H 5.0013 -4.1847 1.0777 0.059
H 4.5129 -2.6435 0.3282 0.061
H 3.3023 -2.8268 2.5300 0.117
H 2.6023 -4.3682 2.0365 0.102
H 2.0753 -1.8652 0.8926 0.072
C -0.1965 5.4352 -3.1667 -0.070
C -0.4602 5.9158 -1.7384 -0.258
O -1.3683 4.9568 -1.1951 -0.124
H 0.2484 4.4877 -3.1799 0.047
H 0.5480 6.0934 -3.5704 0.067
H -1.0652 5.4576 -3.8192 0.082
H -0.8924 6.9193 -1.6080 0.117
H 0.5002 5.9018 -1.1915 0.118
H -1.4365 4.9874 -0.2348 0.063
C -0.4307 -0.2211 4.5183 -0.093
C 0.5349 0.4923 3.5871 -0.332
O 1.5069 -0.4701 3.3115 -0.085
H 0.1079 -0.5638 5.3907 0.072
H -0.8297 -1.1768 4.0102 0.084
H -1.2173 0.4383 4.9498 0.077
H 0.9440 1.3240 4.1469 0.088
H 0.0138 1.0085 2.7521 0.094
H 0.9738 -1.2962 3.1689 0.062
C 0.8710 1.0050 -4.2892 -0.073
C -0.5935 1.0850 -4.6531 -0.283
O -1.1134 -0.2227 -4.9642 -0.075
H 1.3985 0.4449 -5.0213 0.063
H 1.0194 0.5489 -3.3088 0.048
H 1.4127 1.9707 -4.2179 0.087
H -0.7415 1.7212 -5.5475 0.122
H -1.0619 1.4694 -3.7753 0.066
H -2.0609 -0.2062 -4.9612 0.070
C 3.5155 1.4328 -0.9868 -0.047
C 3.0017 -0.0783 -0.9370 -0.229
O 2.3310 -0.3303 0.3150 -0.146
H 2.6953 2.1230 -0.7770 0.063
H 4.0217 1.6169 -1.9100 0.051
H 4.2362 1.6845 -0.1666 0.077
H 3.7617 -0.8931 -0.9484 0.117
H 2.2902 -0.2402 -1.6763 0.050
H 1.4929 0.2272 0.2664 0.093
C -3.6359 -0.2154 3.3399 -0.093
C -3.4370 -0.7673 1.9300 -0.331
O -4.6311 -1.4121 1.5177 -0.093
H -4.5686 0.3717 3.3884 0.082
H -2.8081 0.4216 3.5925 0.025
H -3.7173 -0.8978 4.1857 0.075
H -2.5578 -1.4243 1.8736 0.086
H -3.1785 0.1348 1.2654 0.119
H -4.3891 -1.9360 0.7207 0.039
C 1.2880 -4.1858 -2.1279 -0.080
C 1.0543 -3.3421 -3.3511 -0.337
O -0.2955 -2.9335 -3.3969 -0.084
H 1.2787 -3.6001 -1.1792 0.059
H 2.2755 -4.6381 -2.2501 0.074
H 0.5239 -4.9497 -2.0486 0.073
H 1.3715 -3.8208 -4.2782 0.110
H 1.6922 -2.4644 -3.3314 0.099
H -0.3145 -2.3463 -4.1603 0.058
C -3.3301 2.1688 -2.4198 -0.142
O -2.0528 2.5048 -1.8873 -0.184
H -3.3906 1.0786 -2.4601 0.077
H -4.2431 2.5043 -1.8714 0.095
H -3.5187 2.4930 -3.4325 0.069
H -1.9149 3.5051 -1.8595 0.070
C -0.7050 -0.7126 -0.7982 -0.070
O -0.0480 0.5918 -0.9544 -0.155
H 0.0996 -1.4368 -0.6152 0.072
H -1.3455 -0.7285 0.0585 0.054
H -1.1916 -1.0026 -1.7051 0.069
H -0.7132 1.1487 -1.4008 0.042
C -2.2548 -3.8125 -0.1198 -0.062
O -3.5298 -3.0892 -0.2721 -0.125
H -1.8802 -3.5813 0.8974 0.065
H -2.5163 -4.8669 -0.1613 0.082
H -1.4976 -3.4843 -0.8699 0.074
H -3.6992 -3.1066 -1.1795 0.052
C -0.9558 3.2111 1.6244 -0.106
O -2.0914 3.6942 0.8687 -0.147
H -0.0932 3.8737 1.5054 0.077
H -1.3425 3.0961 2.6301 0.087
H -0.5313 2.3341 1.1787 0.051
H -2.3121 3.0012 0.2255 0.060
C -0.5092 -4.0081 3.4268 -0.121
O -0.1040 -2.9387 2.5692 -0.179
H -1.5033 -4.3716 3.2016 0.068
H 0.1911 -4.7965 3.3955 0.062
H -0.5837 -3.6008 4.4608 0.091
H 0.4795 -3.2127 1.8458 0.030
C 2.9913 2.8689 3.1308 -0.155
O 1.9217 3.7656 3.3657 -0.117
H 3.0890 2.0693 3.8766 0.080
H 2.7881 2.4076 2.1533 0.076
H 3.9283 3.4275 3.0841 0.075
H 1.9240 3.9382 4.2884 0.058



Least stable = Q



P.
38
Properties=species:S:1:pos:R:3:lowdin_charge:R:1 method="wB97M-V/def2-TZVPD" lumo_energy_ev=-3.00 charge=+1 homo_lumo_gap_ev=8.8
C -1.4561 -2.6214 0.6559 0.015
C -0.7115 -2.7447 -0.4275 -0.160
C -1.1039 -2.2791 -1.8011 -0.176
O -2.2668 -1.4753 -1.8550 -0.022
C -2.2422 -0.2345 -1.3406 -0.265
C -3.4235 0.5116 -1.4562 0.026
C -3.4992 1.7904 -0.9534 -0.049
C -2.4109 2.3613 -0.3046 -0.041
C -1.2385 1.6363 -0.1910 -0.228
C -0.0437 2.1663 0.5540 -0.067
N 0.0857 1.4062 1.8416 0.070
C 1.4754 1.3207 2.3742 -0.075
C 2.3174 0.4875 1.4444 -0.217
C 3.4686 0.9853 0.8423 -0.013
C 4.1768 0.1714 -0.0263 -0.025
C 3.6908 -1.1052 -0.2800 -0.110
N 2.5983 -1.5835 0.2890 0.087
C 1.9419 -0.8196 1.1376 -0.118
C -1.1470 0.3450 -0.7074 0.016
H -1.1333 -3.0048 1.6088 0.061
H -2.4351 -2.1700 0.6284 0.071
H 0.2603 -3.2168 -0.3903 0.101
H -0.2588 -1.7637 -2.2797 0.134
H -1.3483 -3.1536 -2.4135 0.142
H -4.2637 0.0560 -1.9539 0.129
H -4.4132 2.3526 -1.0573 0.116
H -2.4776 3.3620 0.0924 0.113
H 0.8687 1.9935 -0.0211 0.137
H -0.1352 3.2307 0.7694 0.143
H -0.2409 0.4477 1.6397 0.154
H -0.5493 1.8099 2.5379 0.194
H 1.4392 0.8626 3.3664 0.146
H 1.8826 2.3296 2.4678 0.142
H 3.8074 1.9888 1.0556 0.123
H 5.0781 0.5217 -0.5013 0.114
H 4.1938 -1.7743 -0.9631 0.117
H 1.0745 -1.2859 1.5931 0.110
H -0.2146 -0.1952 -0.6260 0.103



Q.
38
Properties=species:S:1:pos:R:3:lowdin_charge:R:1 method="wB97M-V/def2-TZVPD" lumo_energy_ev=-4.47 charge=+1 homo_lumo_gap_ev=5.9
C -0.3160 1.5790 -2.2223 0.021
N -0.7369 0.2732 -1.7106 -0.068
C -0.7455 -0.8536 -2.6131 -0.222
C -1.8122 -1.0600 -3.4935 -0.011
C -1.8187 -2.1424 -4.3467 -0.056
C -0.7561 -3.0324 -4.3518 -0.049
C 0.3083 -2.8418 -3.4851 -0.049
C 0.3122 -1.7688 -2.6203 0.001
C -0.9776 0.1618 -0.3875 0.249
H 0.0155 1.5004 -3.2577 0.116
H -1.1491 2.2777 -2.1650 0.111
H 0.5074 1.9568 -1.6167 0.097
H -2.6364 -0.3699 -3.4722 0.119
H -2.6499 -2.2955 -5.0153 0.116
H -0.7542 -3.8702 -5.0312 0.116
H 1.1380 -3.5296 -3.4891 0.118
H 1.1195 -1.6160 -1.9271 0.109
H -1.2369 -0.7862 0.0332 0.122
H -0.8423 1.0045 0.2565 0.104
C 2.9077 0.5768 0.0559 -0.025
C 1.8559 0.2259 1.0543 -0.562
C 1.4006 1.2381 1.8928 -0.082
N 0.4663 1.0708 2.9143 -0.027
C -0.1791 -0.1179 3.1439 -0.016
C -1.0471 -0.2637 4.1880 -0.030
C -1.2730 0.8083 5.0330 -0.052
C -0.6329 2.0133 4.8111 -0.038
C 0.2238 2.1325 3.7547 -0.015
O 1.4513 -0.9403 1.1241 -0.044
H 2.7768 1.5953 -0.3097 0.072
H 3.8973 0.5013 0.5069 0.096
H 2.8565 -0.1042 -0.7937 0.074
H 1.8221 2.2190 1.7778 0.107
H 0.0341 -0.9379 2.4817 0.108
H -1.5410 -1.2091 4.3571 0.122
H -1.9361 0.7012 5.8743 0.114
H -0.7958 2.8469 5.4758 0.121
H 0.7434 3.0565 3.5730 0.134



Least stable = Q